C41H39GaN4O4P as an isolated structure. Source: OMol25; level of theory: ωB97M-V/def2-TZVPD.

Output
calculated total energy: -4370.93149 Ha
highest occupied orbital energy: -15.64 eV
relative energy (zero: lowest compared OMol25 entry of this formula, charge and spin): 4.774 eV
net charge: +3
max |F|: 0.5 eV Å⁻¹
gap between HOMO and LUMO: 7.04 eV

CARTESIAN COORDINATES (ANGSTROEM)
Ga -0.1928 -1.2434 1.1091
C 0.8311 -5.4558 1.5055
C 0.8557 -4.0083 1.8570
O 0.1867 -3.1853 1.1693
N 1.5701 -3.6078 2.8945
C 1.6438 -2.2137 3.3197
C 0.3660 -1.6876 3.9419
C 0.2486 -1.5700 5.3124
C -0.9150 -1.0420 5.8575
C -1.9226 -0.6252 5.0062
C -1.7413 -0.7640 3.6440
N -0.6332 -1.3067 3.1175
H 0.6883 -5.5696 0.4338
H -0.0183 -5.9225 2.0101
H 1.7384 -5.9682 1.8197
H 2.0788 -4.3022 3.4224
H 1.9506 -1.5956 2.4655
H 2.4486 -2.1375 4.0465
H 1.0647 -1.8796 5.9514
H -1.0226 -0.9470 6.9300
H -2.8372 -0.1904 5.3836
H -2.4952 -0.4319 2.9442
O -3.1708 -1.3966 0.9011
N -1.9767 -1.6390 0.1907
C -2.1980 -2.0297 -1.0135
C -1.2581 -2.3184 -2.0920
C -1.8111 -3.1223 -3.0934
C -1.0385 -3.6057 -4.1385
C 0.3049 -3.2821 -4.1945
C 0.8624 -2.4435 -3.2295
C 0.1008 -1.9340 -2.1891
P 0.8454 -0.7720 -1.0031
C 0.6682 0.9748 -1.6823
C -1.5842 1.5451 -3.1422
C -2.2705 2.6868 -3.2064
C -1.8803 3.6862 -2.1003
C 0.5354 3.1388 -0.6523
C 1.2343 2.0007 -0.6839
C 2.6225 -1.1346 -0.9408
C 3.6414 -0.2425 -1.2697
C 4.9696 -0.6344 -1.1574
C 5.2930 -1.9126 -0.7334
C 4.2827 -2.8132 -0.4164
C 2.9575 -2.4260 -0.5143
H -3.3751 -2.2127 1.3861
H -3.2468 -2.1990 -1.2524
H -2.8587 -3.3941 -3.0408
H -1.4851 -4.2360 -4.8951
H 0.9252 -3.6655 -4.9938
H 1.9145 -2.1952 -3.2947
H -1.6744 0.6945 -3.8053
H -3.0303 2.9198 -3.9405
H -1.8048 4.6952 -2.5044
H 0.7940 4.0076 -0.0622
H 2.1204 1.8075 -0.0985
H 3.4210 0.7545 -1.6192
H 5.7526 0.0662 -1.4143
H 6.3296 -2.2130 -0.6614
H 4.5324 -3.8202 -0.1086
H 2.1747 -3.1423 -0.3034
C -3.4122 4.9790 -0.8128
O -2.8285 3.6908 -1.0475
C -0.4597 3.1174 -1.7959
C 0.3689 3.7812 -2.8932
C 1.2236 3.2806 -3.7774
C 1.5981 1.8891 -3.9065
C 1.3847 0.9047 -3.0310
C -0.7274 1.5935 -1.8936
N -1.7660 1.2256 -0.8094
C -2.1384 1.7349 0.3303
C -1.4154 2.2743 1.4493
C -1.9996 3.3244 2.1790
C -1.3968 3.8007 3.3199
C -0.2372 3.1804 3.7901
C 0.3076 2.0910 3.1321
C -0.2729 1.6238 1.9576
O 0.2115 0.5647 1.3030
H -4.1763 4.8474 -0.0511
H -3.8848 5.3595 -1.7192
H -2.6598 5.6890 -0.4633
H 0.2487 4.8602 -2.8766
H 1.7020 3.9732 -4.4585
H 2.1434 1.6243 -4.8053
H 1.7628 -0.0656 -3.3231
H -2.5777 0.8913 -1.3166
H -3.2124 1.6575 0.4832
H -2.9088 3.7826 1.8100
H -1.8211 4.6384 3.8548
H 0.2342 3.5473 4.6928
H 1.1975 1.6003 3.5067

Cartesian forces, eV/Å:
-0.427 0.270 -0.139
-0.016 -0.018 0.016
0.038 0.034 0.046
0.094 -0.002 -0.036
-0.098 -0.004 0.029
-0.038 0.057 0.015
0.052 -0.055 -0.003
-0.008 -0.010 0.010
-0.003 -0.003 0.012
-0.013 0.000 0.007
-0.019 -0.005 -0.015
0.182 -0.070 0.016
0.011 0.009 -0.004
-0.006 0.006 -0.011
-0.007 -0.005 0.008
0.009 0.003 -0.012
0.004 0.011 0.010
0.020 0.002 -0.018
0.000 0.001 -0.002
0.003 0.001 -0.002
0.003 0.000 -0.005
0.004 -0.006 0.003
0.075 0.001 0.055
-0.010 -0.062 -0.073
0.057 0.022 -0.050
-0.003 0.002 0.095
-0.062 -0.014 -0.002
0.052 -0.004 -0.025
-0.040 0.008 0.019
-0.038 -0.001 -0.026
0.110 0.030 -0.027
-0.004 -0.118 0.155
0.087 -0.040 -0.105
-0.019 -0.041 0.010
-0.022 -0.003 0.011
0.014 0.011 0.002
-0.068 0.012 0.002
-0.015 -0.018 -0.044
-0.040 -0.107 -0.082
-0.024 0.026 0.102
-0.012 0.040 -0.003
0.001 -0.026 0.006
0.001 0.002 -0.003
0.032 0.021 -0.037
-0.014 -0.010 -0.017
-0.007 0.007 0.007
0.006 0.000 0.001
-0.002 -0.002 0.003
0.003 0.003 0.000
-0.007 -0.019 -0.003
0.002 0.008 0.000
0.011 -0.003 -0.008
0.001 0.007 0.009
0.009 -0.001 -0.011
0.010 0.010 0.000
0.018 0.016 -0.018
-0.002 -0.001 -0.002
-0.002 -0.001 0.004
-0.003 -0.001 -0.004
-0.032 -0.051 -0.014
-0.004 -0.013 -0.009
-0.007 0.029 -0.004
0.045 -0.013 0.041
-0.049 0.020 0.019
0.045 -0.034 -0.024
-0.021 0.016 -0.007
-0.017 0.008 0.045
0.052 0.063 -0.144
0.038 -0.102 -0.147
-0.150 0.099 0.161
0.122 -0.090 0.126
-0.037 0.029 -0.011
0.006 0.006 0.013
0.013 -0.019 -0.017
0.038 0.042 0.039
-0.120 -0.168 -0.190
0.172 0.197 0.252
-0.002 0.002 0.004
-0.002 0.002 0.000
0.001 0.000 0.002
-0.006 -0.002 -0.007
-0.003 0.000 0.001
-0.001 -0.004 0.003
0.025 0.022 0.014
0.020 0.016 -0.016
0.000 -0.017 0.003
0.002 -0.003 0.004
-0.006 -0.002 -0.004
0.005 -0.003 -0.002
-0.006 0.000 0.000

C41H39GdN3O2P2S as an isolated structure at a distorted geometry. Source: OMol25; level of theory: ωB97M-V/def2-TZVPD.

Output
calculated total energy: -3746.83097 Ha
highest occupied orbital energy (spin up / spin down): -10.15 / -10.18 eV
spin multiplicity: 8
relative energy (zero: lowest compared OMol25 entry of this formula, charge and spin): 2.839 eV
net charge: +1
⟨S²⟩: 16.06
max |F|: 4.6 eV Å⁻¹
gap between HOMO and LUMO (spin up / spin down): 7.32 / 6.28 eV

CARTESIAN COORDINATES (ANGSTROEM)
Gd 0.8762 -0.5832 1.8094
O 3.1196 -0.6399 0.9266
C 2.4566 0.2845 0.4259
C 3.0816 1.2802 -0.4394
C 4.3245 1.1351 -0.9658
C 4.7522 2.0197 -1.9348
C 3.9587 3.1389 -2.2884
C 2.7186 3.3139 -1.6887
C 2.2310 2.3339 -0.7753
P 0.5823 2.1843 -0.2004
C -0.0870 3.8284 -0.5033
C 0.1306 4.9928 0.1857
C -0.6145 6.1639 -0.1764
C -1.5907 6.0791 -1.1567
C -1.6984 4.9353 -1.9180
C -0.9262 3.8282 -1.5993
C 0.7614 2.3311 1.5944
C -0.3835 2.0488 2.3974
C -0.3545 2.1640 3.7801
C 0.8176 2.6791 4.3812
C 1.9715 3.0201 3.5553
C 1.9042 2.9287 2.1766
H 4.9249 0.3060 -0.5642
H 5.7231 2.0219 -2.3719
H 4.2410 4.0070 -2.9201
H 1.9544 4.0062 -2.0361
H 0.7786 4.9905 1.0367
H -0.6184 7.1182 0.4306
H -2.3897 6.8144 -1.2544
H -2.5112 4.8310 -2.6256
H -1.1075 2.8899 -2.1914
H -1.2712 1.5547 1.9103
H -1.1906 2.0269 4.4499
H 0.8806 2.7635 5.4767
H 2.8859 3.5185 4.0187
H 2.6343 3.4808 1.4909
N -0.8944 -1.0294 0.5890
P -1.9915 -1.1839 -0.4526
C -3.2415 0.1634 -0.6527
C -3.2767 1.0269 -1.7479
C -4.1958 2.0817 -1.7230
C -5.0268 2.2185 -0.6671
C -4.9533 1.3907 0.4775
C -4.0605 0.3347 0.4508
C -2.8579 -2.7753 -0.2840
C -4.0136 -3.1066 -0.9600
C -4.4903 -4.3866 -0.9799
C -3.7939 -5.4163 -0.3275
C -2.7356 -5.0313 0.4925
C -2.2889 -3.7559 0.5315
C -1.3852 -1.3099 -2.2162
C -0.1929 -0.6368 -2.6175
C 0.3035 -0.5622 -3.9176
C -0.3651 -1.2458 -4.9321
C -1.5329 -1.9563 -4.5676
C -2.0414 -1.9952 -3.2812
H -2.6260 0.8553 -2.5192
H -4.2820 2.8086 -2.5535
H -5.7232 3.0813 -0.6611
H -5.5502 1.6695 1.3027
H -3.9375 -0.2446 1.3182
H -4.6523 -2.3457 -1.4967
H -5.3999 -4.6970 -1.5388
H -4.0861 -6.4777 -0.2950
H -2.2407 -5.8119 1.1212
H -1.3484 -3.6298 1.0286
H 0.3447 -0.1250 -1.9676
H 1.2719 -0.1408 -4.1057
H 0.1045 -1.4466 -5.9338
H -1.9140 -2.4364 -5.4055
H -3.0157 -2.4740 -3.2168
N 3.6176 -3.1624 5.3839
C 3.2556 -2.3519 4.3647
N 4.0902 -2.2345 3.3249
S 1.8466 -1.3970 4.5199
H 4.5262 -3.6023 5.4531
H 2.9356 -3.2677 6.1670
H 4.9920 -2.6473 3.3364
H 3.7994 -1.6312 2.5480
C 2.2390 -3.3781 -0.6986
C 2.0121 -3.7075 0.7620
C 2.6384 -5.0291 1.2712
O 1.5203 -2.9471 1.5448
H 1.5916 -2.5057 -1.0729
H 2.2314 -4.2591 -1.3424
H 3.2848 -3.0579 -0.6346
H 3.7069 -5.2222 0.9393
H 2.0904 -5.8981 0.9925
H 2.7453 -4.9063 2.4135

Cartesian forces, eV/Å:
-2.066 -0.797 -0.166
0.352 -0.155 0.120
1.581 -0.150 -0.187
-1.938 0.180 0.346
1.549 -0.624 -0.331
-0.179 1.776 -0.182
-0.424 0.506 0.627
-1.498 -1.649 0.492
2.153 0.777 -1.416
-1.637 0.059 0.414
0.067 -0.479 -0.966
-1.058 2.035 -0.278
0.084 0.068 1.486
-0.307 0.052 0.092
-0.242 -0.598 0.120
-1.219 -0.663 -1.420
-0.483 0.812 1.097
-0.027 -1.513 -1.152
1.647 1.395 0.881
1.363 -0.392 -1.200
-0.438 0.866 1.863
-0.183 0.512 -0.668
-0.054 0.401 -0.574
0.659 -0.556 -0.135
0.395 -1.236 0.060
0.655 0.513 0.089
0.280 0.260 0.356
0.480 -1.375 -0.612
0.614 0.269 -0.076
0.195 0.095 -0.231
0.332 0.922 0.766
0.807 0.789 0.325
-0.294 -0.375 -0.350
0.001 0.084 -0.678
-1.435 -0.849 -0.488
-0.695 -1.333 1.201
1.587 0.620 1.602
-0.431 -0.226 -2.268
0.802 -0.841 0.008
-1.675 0.114 2.300
0.806 -0.079 -1.743
-1.324 0.960 1.901
0.526 0.475 -1.935
-0.602 1.528 -0.257
0.060 0.315 0.717
-1.521 1.628 -0.977
-0.717 -2.606 -0.418
-0.202 0.407 0.814
-0.341 -2.624 0.410
1.008 0.863 -0.844
0.730 0.000 -1.588
-2.789 -1.927 -2.143
-0.667 -1.288 -0.418
0.331 -0.974 0.501
2.127 1.522 -0.038
-0.236 0.737 0.204
1.428 -0.194 -1.973
0.224 -0.645 0.466
0.404 -0.711 0.065
-0.555 -0.181 0.890
0.125 -0.988 0.935
1.078 -0.633 0.597
0.691 0.662 0.359
-0.138 0.739 -0.394
-0.369 0.764 -0.637
0.184 0.787 0.451
2.202 2.131 3.485
0.215 0.494 0.027
-0.737 0.684 1.021
-1.482 -1.228 -0.880
0.309 -0.112 0.600
-1.196 0.092 0.584
0.341 0.317 0.567
-1.182 0.541 -0.220
0.144 -0.330 -0.067
-0.286 0.057 -0.085
1.153 0.197 -1.104
0.594 -0.325 -0.138
0.459 -0.359 0.445
-0.690 1.101 0.313
1.453 -1.914 -1.498
1.769 1.436 1.906
-0.794 0.962 0.964
0.879 -1.441 0.532
-0.252 0.145 0.060
0.073 0.236 -0.390
-1.280 0.582 -0.137
-0.696 -0.595 -0.097
-0.575 -0.494 -1.701

C41H39MgN5O2S2Sb as an isolated structure. Source: OMol25; level of theory: ωB97M-V/def2-TZVPD.

Output
calculated total energy: -3246.72976 Ha
highest occupied orbital energy: -10.87 eV
relative energy (zero: lowest compared OMol25 entry of this formula, charge and spin): 0.557 eV
net charge: +1
max |F|: 0.8 eV Å⁻¹
gap between HOMO and LUMO: 8.82 eV

CARTESIAN COORDINATES (ANGSTROEM)
Mg 0.0268 -0.5341 0.5241
O 0.7396 -2.2203 4.0436
C 0.1523 -1.6803 3.1144
N 0.4110 -0.5084 2.4936
C 1.6854 0.1071 2.8625
C 2.6585 0.0952 1.6932
C 3.9782 0.4897 1.8729
C 4.8475 0.4596 0.8037
C 4.3821 0.0450 -0.4401
C 3.0633 -0.3156 -0.5538
N 2.2040 -0.2971 0.4867
C -1.0658 -2.3983 2.5284
C -1.7165 -3.3438 3.2971
C -2.8076 -4.0083 2.7671
C -3.2301 -3.6876 1.4840
C -2.5339 -2.7309 0.7796
N -1.4553 -2.0941 1.2672
H 2.1355 -0.4165 3.7043
H 1.5536 1.1484 3.1606
H 4.3024 0.8102 2.8565
H 5.8836 0.7497 0.9321
H 5.0324 0.0076 -1.3042
H 2.6505 -0.6235 -1.5058
H -1.3340 -3.5368 4.2894
H -3.3252 -4.7649 3.3428
H -4.0839 -4.1724 1.0280
H -2.8521 -2.4641 -0.2224
C -2.9074 3.9211 4.1122
C -1.4420 4.1848 4.4525
C -0.5760 2.9326 4.3736
N -0.6009 2.2880 3.0417
C -0.3215 2.7785 1.8621
S -0.8143 2.0395 0.3947
N 0.3717 3.9752 1.7757
C 1.5684 4.2749 2.4443
O 2.0500 3.5351 3.2682
C 2.2058 5.5600 2.0218
C 3.5314 5.7666 2.3866
C 4.1708 6.9431 2.0315
C 3.4840 7.9175 1.3142
C 2.1564 7.7190 0.9618
C 1.5169 6.5411 1.3160
H -3.5172 4.8056 4.3016
H -3.3096 3.1053 4.7208
H -3.0327 3.6533 3.0601
H -1.3536 4.5734 5.4688
H -1.0411 4.9481 3.7834
H -0.9596 2.1782 5.0581
H 0.4490 3.1495 4.6500
H -0.9620 1.3435 2.9916
H 0.2676 4.4016 0.8681
H 4.0444 4.9960 2.9481
H 5.2018 7.1049 2.3197
H 3.9834 8.8370 1.0342
H 1.6160 8.4843 0.4193
H 0.4706 6.4163 1.0582
S 0.0143 -0.0882 -2.0927
Sb -1.8965 -1.0043 -2.9735
C -3.6338 -0.1459 -2.1968
C -4.5683 0.3709 -3.0942
C -5.6861 1.0365 -2.6080
C -5.8648 1.1945 -1.2396
C -4.9278 0.6847 -0.3480
C -3.8084 0.0158 -0.8230
C -2.0042 -0.5822 -5.0139
C -2.1089 -1.5946 -5.9653
C -2.2002 -1.2618 -7.3121
C -2.1870 0.0702 -7.7011
C -2.0756 1.0810 -6.7512
C -1.9820 0.7606 -5.4030
C -1.8224 -3.0799 -2.7418
C -0.7357 -3.6434 -2.0821
C -0.6802 -5.0232 -1.9065
C -1.7061 -5.8276 -2.3845
C -2.7862 -5.2629 -3.0528
C -2.8477 -3.8883 -3.2355
H -4.4338 0.2645 -4.1614
H -6.4158 1.4338 -3.3021
H -6.7331 1.7250 -0.8670
H -5.0656 0.8066 0.7185
H -3.0731 -0.3490 -0.1120
H -2.1100 -2.6371 -5.6678
H -2.2866 -2.0436 -8.0558
H -2.2628 0.3246 -8.7515
H -2.0668 2.1189 -7.0600
H -1.8847 1.5501 -4.6658
H 0.0705 -3.0181 -1.7256
H 0.1743 -5.4670 -1.4091
H -1.6691 -6.8992 -2.2308
H -3.5795 -5.8933 -3.4364
H -3.6999 -3.4555 -3.7462

Cartesian forces, eV/Å:
-0.228 0.534 -0.482
-0.017 0.108 -0.001
-0.194 0.278 -0.275
0.415 -0.400 0.520
-0.168 -0.275 -0.394
-0.296 -0.172 -0.209
0.048 0.053 0.100
0.097 0.016 -0.026
0.196 0.044 0.028
-0.386 -0.009 0.206
0.211 0.127 0.187
0.047 0.304 -0.415
-0.033 -0.131 0.041
-0.043 0.006 -0.016
-0.088 -0.125 0.106
0.350 0.173 -0.134
0.092 0.011 0.296
0.085 -0.074 0.069
0.014 0.016 0.018
-0.008 -0.030 -0.065
-0.047 0.001 -0.005
-0.038 -0.003 0.051
-0.033 -0.029 0.011
0.001 -0.038 -0.021
-0.005 0.029 0.005
0.045 0.029 0.037
0.115 -0.105 0.078
0.009 0.004 0.044
-0.143 -0.091 -0.181
-0.020 -0.061 -0.215
-0.254 -0.068 0.352
0.029 0.042 -0.274
0.234 0.052 0.375
-0.088 -0.008 -0.082
-0.041 0.194 -0.204
0.045 -0.077 0.034
-0.166 -0.168 0.083
0.102 0.027 0.011
-0.045 0.017 -0.014
0.051 -0.032 0.037
0.006 -0.007 0.003
-0.073 0.099 -0.063
0.036 -0.032 -0.023
0.021 0.051 -0.040
0.015 -0.020 0.045
0.032 -0.012 -0.010
0.016 0.071 0.069
-0.001 -0.052 0.008
0.114 -0.025 0.039
0.011 -0.084 0.073
0.078 0.007 -0.079
-0.016 0.038 -0.014
-0.033 -0.007 -0.034
-0.015 -0.036 0.026
0.023 -0.029 0.015
0.060 0.028 0.030
-0.342 -0.378 0.331
0.652 0.196 -0.032
-0.198 0.130 0.064
-0.080 -0.061 0.261
-0.014 0.002 0.045
0.039 -0.019 -0.020
-0.012 -0.061 -0.072
-0.015 0.099 -0.037
-0.020 0.116 -0.247
0.020 0.116 0.048
-0.015 0.022 0.047
-0.006 0.034 0.038
-0.013 -0.062 0.066
0.010 -0.197 -0.152
-0.168 -0.241 0.011
-0.107 -0.284 -0.132
0.031 0.106 -0.036
-0.010 0.037 0.045
-0.010 0.009 -0.025
0.046 -0.004 0.162
0.019 -0.022 -0.058
0.018 0.007 0.024
0.041 -0.046 -0.016
0.010 0.033 -0.009
-0.066 0.132 -0.121
-0.003 0.028 -0.007
0.022 0.013 0.022
0.008 -0.008 0.054
0.023 -0.041 0.009
-0.010 -0.013 -0.006
0.073 0.087 0.033
-0.077 0.023 0.013
0.026 0.038 -0.045
0.033 0.030 0.035
-0.023 0.016 -0.016

What is the max |F| in the second record? 4.6 eV Å⁻¹

Which of these has the highest net charge? C41H39GaN4O4P

max |F| of number 3 (C41H39MgN5O2S2Sb)? 0.8 eV Å⁻¹